Below is a cluster of 2 separate species, C4H12 in total at a distorted geometry, with properties calculated with ωB97M-V with the def2-TZVPD basis set.

As for the energy relative to the best compared isomer or geometry (same formula, charge and spin): 102.16 kJ/mol. The gap between HOMO and LUMO comes out at 0.4551 Ha. Its largest force on an atom is 3.23 eV/A. As for the multiplicity: 1. The electronic energy comes out at -4341.4695 eV. As for the SMILES: CC.CC.

Structure (XYZ):
```
16
Properties=species:S:1:pos:R:3:forces:R:3
C -0.785173 -0.309873 2.072189 0.88 -0.07 -0.70
C -0.581609 0.281966 -1.672931 0.03 0.39 0.09
C 0.695920 -0.327695 -2.391796 -0.44 2.74 1.65
C 0.662062 0.179415 1.974593 0.38 -0.38 -2.65
H -0.349750 0.949377 -0.826829 0.47 -1.20 0.49
H 0.732489 -1.406681 -2.459061 -0.43 -0.03 -0.37
H -1.374540 0.095237 1.220669 0.52 -0.43 0.38
H -1.110002 0.232969 2.918664 -1.27 -0.33 1.33
H -0.856027 -1.418329 2.078404 -0.24 0.83 0.42
H 1.437582 -0.039636 2.683168 -0.30 -0.69 1.04
H 0.640123 1.266138 1.943579 0.14 0.16 -0.43
H 1.076886 -0.252161 1.018151 -0.14 0.89 0.64
H -1.194645 1.078923 -2.130810 0.26 -0.88 -1.30
H 1.503715 -0.030709 -1.666851 -0.20 -0.31 -1.28
H 0.734160 0.244863 -3.328518 0.79 -0.80 0.04
H -1.231190 -0.543805 -1.432622 -0.48 0.10 0.64
```
Positions in Å, forces in eV/Å.



Below is an isolated molecule of C4H9NOS at a distorted geometry, with properties calculated with ωB97M-V with the def2-TZVPD basis set.

As for the energy relative to the best compared isomer or geometry (same formula, charge and spin): 606.25 kJ/mol. The gap between HOMO and LUMO (alpha / beta) comes out at 0.2658 / 0.2984 Ha. Its largest force on an atom is 4.50 eV/A. As for the multiplicity: 1. The electronic energy comes out at -18661.2431 eV.

Structure (XYZ):
```
16
Properties=species:S:1:pos:R:3:forces:R:3
S -1.362750 -0.109358 0.343128 2.43 2.28 -2.46
O -2.680180 -0.637228 0.380643 -2.39 -1.40 0.54
N -0.581054 -0.599161 -1.014053 -3.87 -1.10 2.02
C 1.175374 -0.551979 1.418399 -2.81 -3.02 -0.62
C 1.613908 -1.127682 0.210262 -2.72 1.33 0.66
C 0.719318 -0.439230 -1.084168 2.07 0.18 -1.00
C -1.669287 1.648997 -0.222839 0.90 -1.27 0.57
H 1.506080 -2.143589 0.224762 -1.08 -2.71 -0.54
H -1.006244 2.371230 0.152065 1.73 0.62 0.30
H 1.608650 0.263835 1.798696 1.46 3.13 1.45
H 0.302821 -0.978620 1.925660 0.98 0.07 0.26
H 1.018148 0.582736 -1.144512 0.87 1.15 0.61
H -1.666496 1.607911 -1.287312 -0.36 0.12 -0.65
H -2.543594 1.944750 0.257460 -2.07 0.08 0.29
H 0.970147 -0.849331 -2.045293 1.12 -0.76 -0.26
H 2.595156 -0.983288 0.087099 3.75 1.29 -1.17
```
Positions in Å, forces in eV/Å.



Below is an isolated molecule of C2H7NO2Si at a distorted geometry, with properties calculated with ωB97M-V with the def2-TZVPD basis set.

As for the energy relative to the best compared isomer or geometry (same formula, charge and spin): 537.53 kJ/mol. The gap between HOMO and LUMO comes out at 0.3683 Ha. Its largest force on an atom is 3.69 eV/A. As for the multiplicity: 1. The electronic energy comes out at -15646.3111 eV. As for the SMILES: C/C=[N+](\[O-])O[SiH3].

Structure (XYZ):
```
13
Properties=species:S:1:pos:R:3:forces:R:3
Si 1.311422 0.190447 1.724326 -0.43 -0.44 3.64
O 1.460401 -1.921823 -1.178665 0.67 -1.03 -0.35
O 2.017282 -0.431507 0.406824 0.84 -0.45 -1.92
N 1.138506 -0.918756 -0.609279 -1.30 1.31 0.48
C -1.181632 -0.844372 -1.477759 0.79 1.37 1.90
C 0.040795 -0.227003 -0.709840 -1.64 -1.48 -0.99
H 2.310803 -0.183240 2.744011 0.50 0.69 -0.08
H 0.272057 -0.678327 2.335098 -0.45 0.10 -0.75
H -1.274801 -1.917561 -1.295347 0.17 0.23 -0.23
H -1.149749 -0.563580 -2.486889 0.62 -0.33 -1.82
H 0.008812 0.676568 -0.141898 -0.30 0.46 -0.03
H 0.844888 1.597833 1.901293 0.28 -0.19 -0.66
H -2.112873 -0.321173 -1.225484 0.26 -0.22 0.81
```
Positions in Å, forces in eV/Å.



- Among the records above, which one has the highest electronic energy?
  C4H12



- Which formula does entry 3 have?
  C2H7NO2Si



- What is the formula in the first record?
  C4H12



- Look up the electronic energy of the second one.
  -18661.2431 eV